Record 1
14
Properties=species:S:1:pos:R:3:forces:R:3:mulliken_charge:R:1 method="wB97M-V/def2-TZVPD" relative_energy_kj_mol=247.7 max_force_ev_per_a=1.29 total_energy_ev=-8833.63577 homo_ev=-9.96 gap_ev=10.1626
C -0.51018 -1.14181 0.15976 0.21 -0.20 -0.13 -0.89
C -0.68488 0.11523 -0.23275 -0.64 -0.66 -0.23 0.90
C -2.00607 0.70790 0.19028 -0.21 0.43 0.00 -1.33
C 0.06429 0.69995 -1.31838 0.34 0.32 -0.81 0.11
N 0.65202 1.19092 -2.19050 -0.58 -0.50 1.04 -0.45
H -1.05164 -1.47001 1.04202 -0.20 -0.22 -0.34 0.33
H 0.01408 -1.86892 -0.42322 0.97 -0.15 0.28 0.32
H -2.01876 1.17592 1.17443 0.10 0.22 -0.12 0.28
H -2.72389 -0.11964 0.18781 0.03 0.43 0.12 0.37
H -2.31475 1.40077 -0.58642 -0.21 0.32 0.20 0.37
C 2.64969 -0.16539 0.49996 0.01 -0.29 -0.09 -0.16
O 2.50055 -1.32379 0.20220 0.17 0.52 0.16 -0.39
H 2.90061 0.60922 -0.24859 0.00 -0.14 0.02 0.30
H 2.52893 0.18964 1.54340 0.01 -0.09 -0.09 0.25


Record 2
84
Properties=species:S:1:pos:R:3:forces:R:3:mulliken_charge:R:1 method="wB97M-V/def2-TZVPD" relative_energy_kj_mol=366.1 max_force_ev_per_a=4.78 total_energy_ev=-71308.99431 homo_ev=-9.70 gap_ev=8.6113
O 1.73398 -1.07285 -3.24811 0.54 -1.30 -1.51 -0.49
N 2.53473 -1.70154 -3.97007 1.35 1.96 2.43 0.87
O 3.74883 -1.43381 -3.92308 -1.69 -0.93 -0.62 -0.57
C 2.06281 -2.76455 -4.85013 0.08 1.18 -0.69 0.09
C 0.75045 -2.69840 -5.24262 -3.02 -1.82 -0.63 0.01
C 0.23891 -3.57010 -6.22923 3.31 0.03 -0.95 -0.52
C 1.23037 -4.34806 -6.99199 -2.46 0.68 1.61 -0.46
C 2.49319 -4.48411 -6.49417 1.34 1.72 1.01 -0.45
C 2.95588 -3.58081 -5.47060 0.06 -1.81 -0.67 -0.39
H -0.02285 -2.15642 -4.71855 0.42 0.51 0.27 0.40
H -0.80367 -3.58910 -6.51042 0.03 0.17 0.06 0.40
H 0.92909 -4.87443 -7.88561 -0.11 -0.24 0.09 0.37
H 3.21239 -5.15958 -6.93335 0.01 0.05 -0.15 0.36
H 3.98140 -3.56789 -5.13217 0.08 -0.10 -0.16 0.41
O -3.23870 -3.25178 -3.02285 -1.54 -2.57 -0.60 -0.60
N -2.91013 -2.15845 -2.75483 1.84 2.30 1.36 1.00
O -1.86335 -1.66532 -3.19730 -1.06 0.66 0.61 -0.57
C -3.73042 -1.40624 -1.72066 -1.43 -0.02 0.76 -0.22
C -3.34423 -0.13953 -1.26071 -0.02 -0.26 -0.37 0.02
C -4.14200 0.59979 -0.37048 -0.70 -1.81 -0.17 -0.82
C -5.34571 -0.01705 0.10120 1.47 1.93 0.11 -0.32
C -5.72005 -1.24899 -0.32208 0.30 -0.74 -0.48 -0.58
C -4.92107 -1.97302 -1.19421 0.62 -0.09 -0.63 -0.17
H -2.38355 0.18340 -1.63378 0.01 0.52 0.04 0.56
H -3.83123 1.57940 -0.03855 0.01 -0.06 0.07 0.44
H -5.95275 0.45016 0.86253 0.00 0.41 -0.09 0.39
H -6.63194 -1.69767 0.04334 0.03 -0.08 0.09 0.41
H -5.28874 -2.97667 -1.34880 0.52 -0.13 -0.73 0.44
O 2.50624 0.38906 4.63481 -1.37 -0.45 -1.81 -0.56
N 1.57381 -0.28555 4.15280 1.30 -0.09 0.76 0.94
O 0.94480 -1.04611 4.85482 -0.63 -0.25 -0.73 -0.56
C 1.24753 -0.20489 2.67666 1.05 2.89 -1.39 -0.71
C 1.73246 0.95306 1.98780 -1.08 0.23 -0.67 0.08
C 1.43878 1.18569 0.61871 -1.13 -2.75 0.86 -0.94
C 0.59171 0.21181 -0.03304 1.40 0.73 -0.72 0.25
C 0.08697 -0.88558 0.62669 0.52 1.28 -0.89 -0.76
C 0.48042 -1.05410 1.89320 -0.20 -2.47 4.00 0.01
H 2.20293 1.82153 2.42463 0.43 -0.50 0.77 0.55
H 1.92412 2.03582 0.16249 -0.35 -0.04 -0.37 0.46
H 0.47078 0.05368 -1.09454 -0.01 1.28 -0.49 0.46
H -0.52051 -1.65426 0.17226 0.05 0.16 -0.27 0.47
H 0.14618 -2.00912 2.27087 0.04 0.04 0.86 0.34
O 0.87668 7.42182 -1.82883 -0.17 -1.34 -0.76 -0.58
N 1.62579 6.44446 -1.81028 -0.52 1.45 1.75 0.98
O 2.75842 6.58561 -1.37258 -0.01 -1.61 -0.75 -0.60
C 1.01920 5.09092 -2.15421 -1.68 1.39 -1.26 0.21
C 1.79110 3.98824 -2.35099 1.73 -1.71 0.39 -0.25
C 1.32707 2.72711 -2.82724 -0.46 2.03 0.09 -0.61
C 0.00705 2.70334 -3.21147 -0.59 0.06 0.23 -0.54
C -0.82428 3.80960 -3.01121 0.25 2.23 0.93 -0.46
C -0.36016 5.07513 -2.49743 0.80 -2.73 -0.11 -0.45
H 2.82749 4.06901 -2.05813 0.24 0.10 -0.10 0.42
H 1.90714 1.82835 -2.97601 0.50 0.26 0.24 0.49
H -0.38292 1.78276 -3.61996 -0.28 -0.02 -0.06 0.54
H -1.89128 3.78521 -3.17646 -0.03 -0.37 -0.34 0.38
H -1.05784 5.87163 -2.28478 0.25 0.13 -0.19 0.45
O 4.48442 6.63992 5.97650 -0.21 1.50 -0.72 -0.58
N 4.23882 5.50631 5.63558 1.73 0.91 -0.16 0.93
O 4.05935 4.66124 6.45790 -0.79 -2.15 0.03 -0.58
C 4.38428 5.19609 4.17496 -0.63 -2.12 0.28 0.17
C 4.07042 6.16987 3.24532 -0.15 -0.79 -1.62 -0.42
C 4.00031 5.73444 1.88775 0.69 0.08 1.23 -0.53
C 4.35354 4.42263 1.59662 0.17 1.48 -2.76 -0.11
C 4.70012 3.49404 2.48701 -0.16 -1.17 2.03 -0.79
C 4.64524 3.83023 3.81291 -0.42 1.17 1.23 -0.23
H 3.86056 7.20013 3.49212 -0.01 -0.11 0.29 0.45
H 3.76673 6.40822 1.07666 -0.07 0.14 0.11 0.44
H 4.53564 4.05110 0.59902 -0.70 0.66 -0.69 0.42
H 4.85214 2.47466 2.16426 0.32 -0.06 0.15 0.44
H 4.72018 3.01822 4.52100 0.17 0.42 0.55 0.38
O -2.15811 -2.76945 2.52619 -1.22 0.47 -1.69 -0.54
N -3.24785 -3.33831 2.37670 1.67 -0.55 2.67 0.83
O -4.19848 -3.07776 1.69132 0.42 0.72 -0.94 -0.44
C -3.39378 -4.40463 3.34238 -1.25 -3.46 3.05 0.10
C -2.44937 -4.72659 4.39389 -1.60 -0.53 -1.28 -0.23
C -2.78659 -5.76692 5.33222 0.56 1.03 -0.97 -0.47
C -4.02482 -6.35881 5.36867 -0.06 0.00 -1.06 -0.47
C -4.92504 -6.07410 4.33040 -0.26 -0.32 1.46 -0.43
C -4.62092 -5.18129 3.36312 1.42 1.94 -1.41 -0.22
H -1.48877 -4.23299 4.39811 0.00 -0.01 0.17 0.46
H -2.07478 -6.20245 6.01782 0.44 0.68 0.11 0.36
H -4.20152 -7.11817 6.11603 -0.29 0.03 0.02 0.37
H -5.93521 -6.45604 4.32279 0.08 -0.46 0.02 0.34
H -5.35780 -5.07021 2.58141 0.11 0.44 -0.13 0.35


Record 3
10
Properties=species:S:1:pos:R:3:forces:R:3:mulliken_charge:R:1 method="wB97M-V/def2-TZVPD" relative_energy_kj_mol=71.3 max_force_ev_per_a=6.18 total_energy_ev=-28808.15953 homo_ev="-8.60 / -8.74" gap_ev="7.7233 / 7.7369"
N -0.76734 -1.55092 -0.47458 -0.43 0.25 -1.07 -0.47
N 0.82087 1.61316 0.18141 -4.25 -2.13 -3.94 -0.48
O 1.25114 -0.83063 0.95513 2.29 -0.15 -0.20 -0.51
O -1.44467 0.90496 -0.75721 -0.71 0.25 -1.77 -0.54
S -0.07253 -1.42865 0.97815 -1.76 -0.01 0.57 0.33
S -0.84888 1.35080 0.49135 1.93 0.77 1.69 0.36
H -1.07646 -0.63379 -0.89930 -0.03 -0.54 0.54 0.37
H -0.36562 -2.10070 -1.21745 0.39 -0.50 0.20 0.29
H 1.19660 0.71901 -0.15497 0.29 0.39 0.24 0.37
H 1.30689 1.95677 0.89746 2.28 1.67 3.75 0.28


Record 4
10
Properties=species:S:1:pos:R:3:forces:R:3:mulliken_charge:R:1 method="wB97M-V/def2-TZVPD" relative_energy_kj_mol=144.5 max_force_ev_per_a=0.65 total_energy_ev=-8305.57929 homo_ev=-9.89 gap_ev=9.0277
O 0.41417 -0.11533 -2.49562 0.10 0.20 0.20 -0.48
C 0.51909 -0.36535 -1.32633 0.14 0.07 -0.24 0.16
C 0.78402 0.60392 -0.19853 0.06 -0.15 0.13 -0.24
C 0.19877 0.33335 0.97286 -0.10 0.32 -0.22 -0.46
C -1.14207 -0.28383 0.84788 -0.27 -0.20 -0.13 0.14
O -1.57692 -0.73630 -0.19308 0.10 0.05 0.64 -0.49
H 0.57976 -1.39925 -0.93238 -0.06 0.02 -0.39 0.31
H 1.47598 1.43140 -0.32679 0.40 -0.44 0.00 0.36
H 0.55305 0.68592 1.93709 -0.36 0.43 -0.20 0.36
H -1.80586 -0.15454 1.71490 0.00 -0.30 0.21 0.35


Record 5
7
Properties=species:S:1:pos:R:3:forces:R:3:mulliken_charge:R:1 method="wB97M-V/def2-TZVPD" relative_energy_kj_mol=259.8 max_force_ev_per_a=1.61 total_energy_ev=-34656.29665 homo_ev="-7.57 / -7.57" gap_ev="3.8674 / 3.8654"
C 1.33626 -0.19439 -0.02270 -0.52 1.49 0.32 -0.28
P -0.44915 -0.04820 -0.12061 0.28 -0.61 0.11 0.01
I 2.38996 0.82120 -1.53229 -0.19 -0.54 0.42 0.22
I -4.06934 1.36501 0.46224 1.01 -0.34 -0.16 -0.47
I 2.15736 -0.12277 1.90537 -0.15 -0.23 -0.65 0.23
H -0.76734 -1.15325 0.66969 -0.21 0.02 0.34 0.15
H -0.59776 -0.66760 -1.36171 -0.22 0.21 -0.38 0.14


Record 6
92
Properties=species:S:1:pos:R:3:forces:R:3:mulliken_charge:R:1 method="wB97M-V/def2-TZVPD" relative_energy_kj_mol=0.0 total_charge=+2 multiplicity=2 max_force_ev_per_a=1.20 total_energy_ev=-93507.92088 homo_ev="-11.94 / -12.77" gap_ev="5.4111 / 6.2428"
Ta -0.67098 0.84664 1.69449 0.43 0.81 -0.42 0.46
C -4.91395 -0.59213 2.48249 -0.17 0.05 -0.17 -2.06
C -3.68070 0.04058 1.92850 -0.14 0.01 0.06 0.93
N -2.56814 0.09310 2.59043 -0.81 0.10 0.33 0.36
N -2.61283 -0.52269 3.81512 0.09 -0.10 -0.06 -0.60
C -1.65308 -0.25802 4.71804 0.36 0.19 0.01 0.68
N -1.73072 -0.83484 5.90883 -0.17 0.01 0.14 -0.40
S -0.40840 0.77178 4.28562 -0.09 -0.03 0.10 -0.40
C -3.62683 0.66121 0.60791 -0.28 0.18 -0.04 0.94
C -4.73921 0.87259 -0.18232 -0.33 -0.08 0.05 -1.17
C -4.61732 1.62552 -1.33970 -0.11 -0.03 -0.08 -1.00
C -3.37483 2.11111 -1.68858 -0.07 0.04 -0.05 -0.92
C -2.29732 1.80559 -0.88092 0.22 -0.12 -0.08 -0.08
N -2.41589 1.10405 0.24749 0.25 -0.13 -0.11 0.92
H -5.15875 -0.18994 3.46922 0.02 0.01 -0.02 0.46
H -5.77597 -0.40287 1.85339 0.00 -0.05 0.00 0.42
H -4.80117 -1.67906 2.55706 0.02 0.01 0.03 0.44
H -3.45551 -1.00927 4.06847 -0.05 -0.14 0.03 0.29
H -2.53743 -1.35442 6.21601 0.02 -0.02 0.01 0.20
H -1.01417 -0.63633 6.58839 0.01 -0.01 0.02 0.25
H -5.70247 0.48008 0.10717 0.00 0.08 -0.02 0.35
H -5.48565 1.83261 -1.95178 0.01 -0.03 0.03 0.46
H -3.23464 2.72110 -2.56990 0.04 -0.04 0.00 0.52
H -1.30234 2.12614 -1.13825 0.01 -0.02 0.02 0.27
C 6.65290 1.90825 -1.34823 -0.07 -0.04 0.02 -1.58
C 5.47431 1.62255 -0.45603 0.10 0.06 -0.03 0.92
C 4.81768 0.39292 -0.52166 0.01 -0.05 -0.06 -1.02
C 3.76812 0.09511 0.32969 -0.10 0.03 0.04 -0.21
C 3.37374 1.04835 1.26001 0.06 0.04 -0.15 0.80
C 3.99605 2.28882 1.34388 0.06 -0.10 -0.01 -0.45
C 5.04256 2.56366 0.47947 0.04 0.02 0.01 -1.15
S 2.14145 0.70158 2.44146 -0.06 -0.29 0.29 1.35
O 2.74172 0.28056 3.66519 0.15 0.13 -0.09 -0.74
O 1.25856 1.90301 2.50367 -0.13 -0.48 0.01 -0.67
N 1.05730 -0.33631 1.86656 1.15 -0.33 0.11 0.47
C 1.18323 -1.73199 1.96563 -0.11 0.47 0.01 -0.03
C 2.27380 -2.44655 2.38242 0.14 -0.05 0.08 -0.45
C 2.22516 -3.85743 2.42480 0.09 0.08 0.01 -0.95
C 1.11465 -4.53841 2.02599 -0.04 -0.07 -0.03 -1.02
C -0.01413 -3.81987 1.57036 -0.07 -0.05 -0.04 1.42
C -1.18941 -4.44332 1.10405 0.04 -0.13 0.02 -1.17
C -2.24704 -3.68005 0.70014 -0.08 -0.02 -0.05 -1.15
C -2.13934 -2.28400 0.76891 0.02 0.12 -0.05 -0.32
N -1.06165 -1.65457 1.18333 0.36 0.60 0.08 1.31
C 0.01609 -2.41105 1.56804 -0.33 -0.12 -0.12 -0.93
H 7.55739 1.46960 -0.92097 -0.02 0.02 0.00 0.32
H 6.82219 2.97878 -1.45694 0.00 -0.03 0.01 0.40
H 6.51941 1.47188 -2.33892 -0.01 0.02 0.05 0.40
H 5.14487 -0.35035 -1.24015 -0.02 0.05 0.00 0.46
H 3.26196 -0.86174 0.26789 0.04 0.04 0.00 0.13
H 3.67171 3.02001 2.07568 0.03 -0.03 -0.03 0.59
H 5.54828 3.52041 0.54615 -0.03 -0.03 -0.02 0.42
H 3.17041 -1.93621 2.70427 0.01 -0.03 0.02 0.66
H 3.09288 -4.39658 2.78262 -0.02 0.03 -0.03 0.44
H 1.08013 -5.62029 2.05430 0.00 0.04 -0.03 0.48
H -1.23566 -5.52571 1.06367 -0.01 0.04 0.02 0.48
H -3.15449 -4.13053 0.32196 0.00 0.03 0.01 0.57
H -2.97219 -1.66633 0.45308 0.06 -0.12 -0.09 0.46
O 0.45787 1.58052 0.02948 -0.50 -0.21 0.18 0.62
N 0.79268 2.89105 -0.03053 -0.01 -0.08 0.02 0.16
C 1.77778 3.20586 -0.89789 -0.01 -0.07 -0.07 -0.42
C 2.18292 4.50086 -1.04236 0.03 0.11 -0.04 -1.10
C 1.57923 5.48676 -0.25774 -0.02 -0.01 0.03 -0.41
C 0.58754 5.13577 0.62950 0.02 0.10 0.00 -0.89
C 0.17234 3.80668 0.74380 -0.23 -0.10 -0.09 0.82
S -1.12725 3.32225 1.78215 0.11 -0.16 0.24 -0.46
H 2.19066 2.36831 -1.44145 -0.01 -0.03 0.06 0.56
H 2.96121 4.73493 -1.75494 -0.01 -0.01 0.05 0.53
H 1.88949 6.52026 -0.34502 -0.02 -0.04 0.01 0.44
H 0.10086 5.86893 1.25929 0.03 -0.02 -0.05 0.51
C -2.16221 -1.23912 -2.66651 0.17 -0.01 -0.06 -0.72
N -1.89475 -2.03402 -3.85835 -0.01 -0.05 -0.04 0.07
C -0.80531 -2.97175 -3.55251 0.03 0.20 0.00 -0.71
N 0.41655 -2.27173 -3.13373 0.00 0.05 -0.04 0.05
C 0.10153 -1.47089 -1.95505 -0.11 0.00 -0.07 -0.11
N -0.97791 -0.49015 -2.20195 0.03 -0.14 -0.07 1.16
C -0.53907 0.36919 -3.31974 0.03 -0.13 0.04 -0.74
N -0.23649 -0.38806 -4.52752 0.00 -0.03 -0.06 0.10
C -1.44121 -1.13027 -4.92494 0.10 -0.01 0.19 -0.78
C 0.81850 -1.36108 -4.21585 -0.17 0.01 0.14 -0.74
H -2.48956 -1.90824 -1.86520 -0.01 0.01 -0.04 -0.06
H -2.96425 -0.52910 -2.88864 0.00 0.00 0.02 0.35
H -0.58804 -3.56820 -4.43779 -0.01 -0.02 -0.02 0.35
H -1.12570 -3.63797 -2.74908 -0.01 -0.03 0.01 0.33
H 0.99548 -0.92848 -1.63555 0.00 0.02 0.03 -0.13
H -0.21049 -2.14591 -1.15306 0.03 0.05 -0.07 -0.16
H 0.35656 0.91537 -3.00798 -0.03 0.01 0.02 0.09
H -1.33354 1.08648 -3.54692 0.01 0.01 0.00 0.28
H -1.21991 -1.71499 -5.81710 -0.01 0.00 -0.02 0.35
H -2.23889 -0.42216 -5.15633 0.00 0.00 -0.01 0.34
H 1.71832 -0.82527 -3.90832 0.03 0.01 -0.02 0.32
H 1.04073 -1.94253 -5.10968 0.02 -0.01 -0.02 0.37